[1]
{"formula": "C3H7NO2", "method": "the ωB97M-V functional and the def2-TZVPD basis", "lumo_energy_ev": 0.54, "total_energy_ha": -323.59612, "homo_ha": -0.37539, "smiles": "[H]/N=C(/CC)OO", "e_above_lowest_kcal_mol": 115.99, "elements": ["H", "N", "C", "C", "C", "O", "O", "H", "H", "H", "H", "H", "H"], "xyz": [[0.110639, -2.207920, -1.045607], [0.334919, -1.545376, -0.257535], [0.138759, -0.358740, -0.571530], [0.456264, 0.818035, 0.603595], [-0.170907, 0.347615, 1.889679], [-0.063973, 0.255451, -1.736568], [-0.566310, -0.737119, -2.641455], [0.003923, 1.750302, 0.134574], [1.454705, 1.157659, 0.657554], [-1.132685, 0.904190, 1.908591], [-0.035521, -0.783289, 1.848905], [0.426830, 0.714303, 2.652721], [-0.956642, -0.315110, -3.442923]], "atomic_forces_ev_per_a": [[0.4, 0.8, 1.0], [-1.1, -1.8, -1.3], [2.7, 2.8, 3.2], [-2.4, -0.1, -3.9], [-0.2, -0.5, -1.8], [-1.2, 0.4, -1.3], [-0.2, -1.0, -0.9], [-0.1, -1.0, 0.9], [1.6, -0.7, 0.0], [0.1, -1.5, 0.5], [-1.2, 1.4, 0.5], [1.0, 0.6, 1.8], [0.6, 0.6, 1.2]]}



[2]
{"formula": "C3H7NO2", "method": "the ωB97M-V functional and the def2-TZVPD basis", "lumo_energy_ev": 0.87, "total_energy_ha": -323.72076, "homo_ha": -0.38310, "smiles": "N=C=O.CCO", "e_above_lowest_kcal_mol": 37.78, "elements": ["N", "C", "O", "H", "C", "C", "O", "H", "H", "H", "H", "H", "H"], "xyz": [[2.094611, 0.476660, 0.660695], [1.706177, -0.693046, 0.510037], [1.409164, -1.824413, 0.526118], [2.781474, 0.616679, 1.383074], [-1.444213, 0.395921, 0.323075], [-0.828401, -0.258544, -0.905235], [0.535729, 0.055709, -1.119533], [-1.313253, 1.483865, 0.295029], [-1.005867, 0.023348, 1.255151], [-2.518260, 0.184036, 0.356996], [-0.879944, -1.352456, -0.812968], [-1.370137, 0.026391, -1.812261], [0.832918, 0.865854, -0.660179]], "atomic_forces_ev_per_a": [[0.1, -0.5, 0.2], [0.4, -0.5, 0.7], [0.2, 0.9, -0.1], [0.2, 0.0, 0.2], [0.0, 0.0, 0.0], [-0.3, 0.0, -0.1], [-0.1, 0.4, -0.3], [0.0, -0.1, 0.0], [0.0, 0.0, -0.2], [0.2, 0.0, 0.0], [0.0, 0.2, 0.0], [-0.2, 0.0, 0.1], [-0.6, -0.2, -0.5]]}



[3]
{"formula": "C3H7NO2", "method": "the ωB97M-V functional and the def2-TZVPD basis", "lumo_energy_ev": 0.69, "total_energy_ha": -323.64437, "homo_ha": -0.28845, "e_above_lowest_kcal_mol": 85.72, "elements": ["C", "C", "O", "C", "O", "N", "H", "H", "H", "H", "H", "H", "H"], "xyz": [[0.762104, -1.092304, -1.128518], [0.699879, -0.753345, 0.253947], [1.674619, -0.018180, 0.910735], [-0.850026, 0.505104, 0.238638], [-1.355798, 0.433707, -0.918117], [-1.424938, 1.364352, 1.074811], [0.579878, -2.131048, -1.410026], [1.552111, -0.612936, -1.717077], [-0.634842, -0.275597, -1.368397], [0.327908, -1.512204, 0.944041], [1.949182, 0.676084, 0.299922], [-1.020867, 1.522031, 1.976772], [-2.259211, 1.894336, 0.843270]], "atomic_forces_ev_per_a": [[-0.4, 0.3, -0.1], [-0.6, 0.1, 0.0], [-0.1, 0.3, -0.2], [-0.1, 0.1, 0.0], [0.0, 0.0, 0.2], [0.2, -0.2, 0.2], [0.0, 0.2, 0.3], [-0.2, 0.0, 0.2], [0.8, -0.6, -0.3], [-0.1, 0.2, -0.2], [0.2, -0.1, 0.1], [0.1, -0.1, 0.2], [0.2, -0.2, -0.2]]}



[4]
{"formula": "C3H7NO2", "method": "the ωB97M-V functional and the def2-TZVPD basis", "lumo_energy_ev": 0.42, "total_energy_ha": -323.66721, "homo_ha": -0.36118, "smiles": "C/C=N/C(O)O", "e_above_lowest_kcal_mol": 71.38, "elements": ["C", "C", "N", "C", "O", "O", "H", "H", "H", "H", "H", "H", "H"], "xyz": [[-2.082337, 0.172678, -0.047516], [-0.699317, -0.178094, 0.385172], [0.212810, -0.438138, -0.520782], [1.385937, 0.027853, 0.100890], [1.869744, 1.209086, -0.436923], [2.379625, -0.916774, 0.240563], [-2.071950, 0.646152, -1.027283], [-2.652917, -0.753958, -0.143071], [-2.578211, 0.828112, 0.667115], [-0.636858, -0.540948, 1.420277], [0.956166, 0.357167, 1.175030], [1.678874, 1.186474, -1.383854], [2.238435, -1.599608, -0.429618]], "atomic_forces_ev_per_a": [[-0.1, -0.3, -0.3], [-1.5, -2.0, -2.7], [-1.9, 1.9, 0.9], [0.4, 0.3, 4.1], [-0.3, 0.1, -0.7], [0.4, -0.6, -0.3], [0.1, 0.0, 0.1], [-0.3, 0.0, 0.2], [0.0, -0.1, 0.1], [0.7, 1.1, 0.1], [2.4, -0.5, -1.5], [0.1, 0.1, 0.0], [0.0, 0.1, 0.1]]}



[5]
{"formula": "C3H7NO2", "method": "the ωB97M-V functional and the def2-TZVPD basis", "lumo_energy_ev": 0.86, "total_energy_ha": -323.70644, "homo_ha": -0.37490, "smiles": "C=CN.O=CO", "e_above_lowest_kcal_mol": 46.76, "elements": ["C", "C", "N", "H", "H", "H", "H", "H", "O", "C", "O", "H", "H"], "xyz": [[-0.146926, -0.031110, 2.632438], [-0.469470, 0.095395, 1.362307], [0.208613, -0.405065, 0.206830], [-0.765593, 0.305717, 3.457090], [0.709305, -0.527414, 3.091685], [-1.291133, 0.782084, 1.157392], [1.114265, 0.036212, 0.042609], [0.520178, -1.341810, 0.461027], [1.377063, 0.348880, -2.491124], [0.215419, 0.421045, -2.785285], [-0.683998, -0.462376, -2.349098], [-0.152020, 1.234985, -3.419428], [-0.635704, -0.456544, -1.366444]], "atomic_forces_ev_per_a": [[0.4, -0.7, 1.5], [-0.2, 1.5, 0.2], [0.6, -0.9, 0.7], [-0.4, 0.5, -0.5], [0.1, -0.3, -0.9], [-0.1, -0.4, -0.2], [-0.3, 0.5, -0.2], [-0.2, -0.2, -0.3], [0.3, 0.4, 0.0], [0.7, -0.3, 0.3], [-1.1, 0.7, -0.7], [-0.3, -0.2, -0.3], [0.6, -0.5, 0.5]]}



[6]
{"formula": "C3H7NO2", "method": "the ωB97M-V functional and the def2-TZVPD basis", "lumo_energy_ev": 0.60, "total_energy_ha": -323.70771, "homo_ha": -0.36533, "smiles": "C=NC.O=CO", "e_above_lowest_kcal_mol": 45.97, "elements": ["C", "N", "C", "H", "H", "H", "H", "H", "O", "C", "O", "H", "H"], "xyz": [[0.615571, -0.813720, -1.484018], [0.179742, -0.423965, -0.354472], [0.403232, -1.053125, 0.917569], [1.175303, -1.753899, -1.647860], [0.350651, -0.171225, -2.353309], [-0.206167, -1.988975, 0.738832], [1.427046, -1.255289, 1.127037], [-0.122232, -0.439893, 1.648057], [-1.652017, 1.965814, 1.580644], [-1.839417, 2.330930, 0.430353], [-1.495437, 1.641419, -0.620773], [-2.315150, 3.294820, 0.012021], [-0.860937, 0.779733, -0.448114]], "atomic_forces_ev_per_a": [[-0.5, 0.3, 0.5], [0.5, 1.2, -1.7], [-2.4, -1.3, -1.1], [0.0, 0.5, 0.1], [0.2, -0.7, 0.5], [0.9, 0.4, 1.1], [0.7, -0.2, 0.3], [0.4, -0.2, 0.3], [-0.4, 1.0, -1.0], [0.0, 0.1, 0.4], [1.1, -1.4, -0.9], [0.4, -1.0, 1.3], [-0.8, 1.3, 0.2]]}



[7]
{"formula": "C3H7NO2", "method": "the ωB97M-V functional and the def2-TZVPD basis", "lumo_energy_ev": -0.84, "total_energy_ha": -323.59563, "homo_ha": -0.34618, "smiles": "C=C(CO)N=O.[H][H]", "e_above_lowest_kcal_mol": 116.30, "elements": ["C", "C", "C", "O", "N", "O", "H", "H", "H", "H", "H", "H", "H"], "xyz": [[-0.713279, 1.600491, -0.242246], [-0.183784, 0.388636, -0.418367], [1.205885, -0.050830, -0.025390], [1.862467, -0.804662, -1.015067], [-1.128946, -0.571167, -0.920863], [-0.723518, -1.716490, -0.911361], [-1.754987, 1.772098, -0.497792], [-0.143595, 2.421443, 0.183678], [1.140671, -0.604791, 0.924146], [1.819167, 0.835917, 0.156740], [1.347455, -1.618733, -1.108631], [-1.342717, -0.484892, 2.084079], [-1.384816, -1.167023, 1.791076]], "atomic_forces_ev_per_a": [[0.1, -0.1, 0.0], [0.0, 0.2, 0.1], [-0.1, 0.2, 0.2], [-0.1, -0.2, -0.1], [0.2, -0.4, 0.0], [-0.2, 0.5, 0.0], [0.1, 0.0, 0.0], [0.0, -0.1, -0.1], [0.0, 0.0, -0.1], [-0.1, -0.1, 0.0], [0.2, 0.1, -0.1], [0.0, -0.1, 0.0], [0.0, 0.0, 0.1]]}



[8]
{"formula": "C3H7NO2", "method": "the ωB97M-V functional and the def2-TZVPD basis", "lumo_energy_ev": 0.68, "total_energy_ha": -323.75255, "homo_ha": -0.35623, "smiles": "NC(=O)CCO", "e_above_lowest_kcal_mol": 17.83, "elements": ["N", "C", "O", "C", "C", "O", "H", "H", "H", "H", "H", "H", "H"], "xyz": [[1.180970, 1.353737, -0.143656], [0.543609, 0.581827, -1.089978], [0.429522, 0.913353, -2.253258], [0.046652, -0.762689, -0.576158], [-1.025365, -0.669566, 0.494652], [-0.456960, -0.069466, 1.651874], [1.057044, 1.086727, 0.819712], [2.071604, 1.743748, -0.392146], [0.910476, -1.296862, -0.158136], [-0.327253, -1.327960, -1.432935], [-1.869044, -0.077299, 0.114296], [-1.389874, -1.679492, 0.727911], [-1.171381, 0.203941, 2.237824]], "atomic_forces_ev_per_a": [[0.0, -0.1, 0.1], [0.1, -0.1, -0.2], [0.3, -0.2, 0.3], [-0.1, -0.1, 0.0], [-0.2, -0.2, -0.3], [-0.2, 0.1, 0.3], [0.2, -0.2, 0.0], [-0.1, 0.5, -0.2], [-0.2, 0.0, -0.1], [0.0, 0.1, 0.1], [0.1, -0.1, 0.1], [0.0, 0.2, 0.0], [0.1, 0.0, 0.0]]}



[9]
{"formula": "C3H7NO2", "method": "the ωB97M-V functional and the def2-TZVPD basis", "lumo_energy_ev": 0.88, "total_energy_ha": -323.66933, "homo_ha": -0.36159, "smiles": "C/C(CO)=N/O", "e_above_lowest_kcal_mol": 70.05, "elements": ["C", "C", "C", "O", "N", "O", "H", "H", "H", "H", "H", "H", "H"], "xyz": [[-0.555828, -1.655190, 0.093696], [-0.175522, -0.223466, 0.222810], [-0.402758, 0.733290, -0.921201], [0.918343, 0.942024, -1.369433], [0.519160, 0.096262, 1.251447], [0.746268, 1.487818, 1.312455], [-0.018977, -2.240392, 0.831849], [-1.622622, -1.762224, 0.287107], [-0.368069, -2.071058, -0.897502], [-0.861415, 1.671252, -0.594090], [-0.996737, 0.312953, -1.738133], [1.334685, 1.148866, -0.508750], [1.332164, 1.583557, 2.076145]], "atomic_forces_ev_per_a": [[-0.1, -0.3, 0.1], [0.0, -0.1, 0.4], [-0.2, -0.1, 0.2], [0.4, 0.6, 0.1], [-0.9, -0.4, 0.0], [0.4, 0.1, 0.0], [0.0, -0.1, 0.1], [-0.1, 0.0, 0.0], [0.1, 0.2, 0.0], [-0.1, -0.1, 0.0], [0.1, -0.1, 0.2], [0.5, 0.3, -1.0], [-0.2, -0.1, -0.2]]}



[10]
{"formula": "C3H7NO2", "method": "the ωB97M-V functional and the def2-TZVPD basis", "lumo_energy_ev": 0.90, "total_energy_ha": -323.62569, "homo_ha": -0.31562, "e_above_lowest_kcal_mol": 97.43, "elements": ["O", "C", "C", "O", "C", "N", "H", "H", "H", "H", "H", "H", "H"], "xyz": [[-1.675114, 0.501614, 0.512110], [-1.148508, -0.807206, 0.616325], [0.154185, -0.998987, -0.138746], [1.288115, -0.566666, 0.619496], [1.648448, 0.674782, 0.830647], [0.997279, 1.705972, 0.232013], [-1.202134, 1.076553, 1.127866], [-1.000763, -1.106866, 1.664069], [-1.894730, -1.476807, 0.179374], [0.354633, -2.061978, -0.283274], [0.106625, -0.510327, -1.119984], [2.002764, 2.015034, 0.157856], [0.257921, 1.586362, -0.491302]], "atomic_forces_ev_per_a": [[0.1, 0.2, 0.1], [0.0, -0.4, 0.0], [-0.3, -0.1, -0.2], [-0.2, -0.2, 0.4], [0.1, -1.0, 0.7], [1.0, -0.7, 0.3], [-0.1, -0.1, 0.0], [0.0, 0.1, -0.2], [0.0, 0.1, 0.0], [-0.2, 0.1, -0.1], [0.0, 0.0, 0.1], [-1.4, 1.9, -1.2], [0.9, 0.2, 0.1]]}



Q: Which formula does entry 1 have?
A: C3H7NO2